Entry 1
16
Properties=species:S:1:pos:R:3:lowdin_charge:R:1 method="wB97M-V/def2-TZVPD" lumo_energy_ha=0.0288 homo_lumo_gap_ha=0.3636 total_charge=0 homo_ev=-9.112
O -0.5771 -1.2532 -1.2936 0.042
O -0.4484 -1.1083 0.9385 0.043
N -2.3180 0.6749 -0.1730 0.004
N -0.9069 0.8152 -0.3071 -0.043
N 1.2565 -0.2075 -0.3608 -0.023
C -0.1664 -0.4338 -0.2398 -0.732
C 1.8961 0.4643 0.7575 -0.114
H -0.5983 1.4338 0.4375 0.108
H -2.6541 0.2036 -1.0100 0.070
H -0.1470 -2.0173 0.8325 0.118
H 2.9717 0.3249 0.6604 0.078
H -2.5385 0.0725 0.6240 0.074
H 1.5591 -0.0081 1.6785 0.080
H 1.4465 0.2838 -1.2272 0.116
H -0.4566 -0.7834 -2.1252 0.105
H 1.6813 1.5386 0.8076 0.074


Entry 2
16
Properties=species:S:1:pos:R:3:lowdin_charge:R:1 method="wB97M-V/def2-TZVPD" lumo_energy_ha="0.0242 / 0.0362" homo_lumo_gap_ha="0.3262 / 0.3516" total_charge=0 homo_ev="-8.217 / -8.585"
O -1.9866 -0.4056 0.2607 -0.149
O 0.1820 -0.8470 -0.4592 -0.100
N 2.3290 -0.7826 -0.7530 0.072
N -2.7552 -0.4535 -0.7899 -0.017
N 0.4113 -0.2807 1.7286 0.178
C 0.4509 1.4991 0.0685 -0.012
C 0.2602 0.0519 0.4283 -0.621
H 2.1558 -0.7603 -1.7610 -0.011
H 2.3533 -1.7808 -0.5297 -0.011
H 0.8978 2.0853 0.8710 0.077
H 0.1927 -1.2280 1.9944 0.115
H -2.7960 0.3913 -1.3620 0.110
H -2.9442 -1.3931 -1.1353 0.111
H -0.5236 1.9287 -0.1703 0.080
H 0.6838 0.4004 2.4158 0.103
H 1.0887 1.5749 -0.8067 0.074


Most stable: entry 1


Entry 1
19
Properties=species:S:1:pos:R:3:lowdin_charge:R:1 method="wB97M-V/def2-TZVPD" lumo_energy_ha=0.0332 homo_lumo_gap_ha=0.3127 total_charge=0 homo_ev=-7.606
O 0.7961 -0.3949 2.2377 -0.027
O 0.3304 -1.5031 -1.7223 -0.029
N 1.2881 -0.4850 -1.3745 -0.245
N 0.3679 -0.5878 0.8544 -0.200
N 1.4594 -0.2872 0.0169 -0.059
C -0.7526 0.4424 0.6526 -0.213
C 1.0235 0.7148 -2.1596 -0.090
C -2.0053 -0.0341 1.3736 -0.100
H -0.4230 1.4083 1.0503 0.112
H 0.9593 -1.3155 2.5061 0.106
H -1.8399 -0.1486 2.4485 0.068
H -2.8140 0.6914 1.2364 0.073
H 1.3872 1.6159 -1.6538 0.081
H 0.1010 -1.7690 -0.8087 0.076
H 2.0022 0.5446 0.2564 0.131
H -2.3476 -0.9924 0.9685 0.074
H -0.0418 0.8389 -2.3802 0.068
H -1.0414 0.6232 -0.3862 0.095
H 1.5505 0.6381 -3.1161 0.079


Entry 2
19
Properties=species:S:1:pos:R:3:lowdin_charge:R:1 method="wB97M-V/def2-TZVPD" lumo_energy_ha=0.0166 homo_lumo_gap_ha=0.3549 total_charge=0 homo_ev=-9.207
O -2.7854 0.9726 -0.3871 -0.050
O 0.6669 -2.6944 2.0253 0.060
N -0.9612 -1.9160 0.6912 0.148
N 0.6540 1.5162 -1.4905 0.017
N 0.6759 0.4008 0.6279 -0.046
C 1.2349 -0.9620 0.4153 -0.162
C 0.3396 -1.9497 1.1319 -0.533
C 1.3927 1.3416 -0.2543 -0.314
H -0.1948 2.0429 -1.3531 0.058
H 2.3914 0.9634 -0.4394 0.107
H -3.0551 1.4755 0.3764 0.036
H 1.1760 1.9292 -2.2366 0.056
H -1.2679 -1.4285 -0.1444 0.089
H -3.5577 0.5684 -0.7961 0.042
H 1.4758 -1.2028 -0.6284 0.120
H 2.2068 -1.0176 0.9196 0.119
H -1.6231 -2.6216 0.9362 0.097
H -0.2792 0.3080 0.3010 0.052
H 1.5103 2.2739 0.3050 0.101


Most stable: entry 2


Entry 1
10
Properties=species:S:1:pos:R:3:lowdin_charge:R:1 method="wB97M-V/def2-TZVPD" lumo_energy_ha=-0.0137 homo_lumo_gap_ha=0.3238 total_charge=0 homo_ev=-9.183
S 1.7013 1.5216 0.3908 0.598
S -1.8430 -1.5145 -0.0741 0.517
C -0.3270 -0.4729 -0.3657 -0.666
C 0.0406 0.7273 0.5882 -0.607
H -0.9759 -3.0589 0.4397 0.060
H -0.6249 0.0175 -1.3537 0.065
H -0.6106 1.6459 0.5781 0.075
H 1.7499 1.8767 -1.0601 -0.074
H 0.5010 -1.0680 -0.6361 0.030
H 0.3887 0.3252 1.4929 0.002


Entry 2
10
Properties=species:S:1:pos:R:3:lowdin_charge:R:1 method="wB97M-V/def2-TZVPD" lumo_energy_ha=0.0195 homo_lumo_gap_ha=0.3178 total_charge=0 homo_ev=-8.116
S -0.8899 0.8479 -0.2037 0.402
S 0.7947 0.1854 0.8637 0.408
C 2.0322 0.4262 -0.5234 -0.453
C -1.9852 -0.5257 0.5185 -0.450
H -2.6059 -0.8857 -0.3402 0.029
H 2.4836 -0.5514 -0.7437 0.024
H -1.4461 -1.3716 0.9384 0.006
H 1.4685 0.7076 -1.4146 -0.005
H -2.6438 -0.0036 1.2316 0.019
H 2.7921 1.1709 -0.3266 0.019


Entry 3
10
Properties=species:S:1:pos:R:3:lowdin_charge:R:1 method="wB97M-V/def2-TZVPD" lumo_energy_ha=0.0091 homo_lumo_gap_ha=0.3252 total_charge=0 homo_ev=-8.600
S 2.3945 -2.4557 0.0000 0.211
S 2.7880 -0.8670 -1.3030 0.216
C -1.4993 1.7844 0.3575 -0.084
C -1.9807 0.5682 0.5624 -0.087
H 1.3108 -2.8978 -0.6449 -0.215
H -2.0619 2.4938 -0.2391 0.044
H 4.0263 -0.8216 -0.8015 -0.217
H -2.9749 0.3043 0.2102 0.044
H -0.6158 2.1294 0.8829 0.046
H -1.3872 -0.2381 0.9755 0.042


Most stable: entry 2


Entry 1
12
Properties=species:S:1:pos:R:3:lowdin_charge:R:1 method="wB97M-V/def2-TZVPD" lumo_energy_ha=-0.0435 homo_lumo_gap_ha=0.2825 total_charge=0 homo_ev=-8.870
S -0.9907 3.0209 0.6814 0.634
S -1.9229 -1.9488 0.3202 0.744
S 0.2049 -0.7571 -1.4555 0.798
N -0.5105 1.2875 0.9915 -0.267
C -0.9309 -0.7690 -0.1384 -1.175
C -1.0754 0.6423 0.1227 -0.610
C 1.5736 -1.5116 -0.4168 -0.361
H 2.4976 -1.2241 -1.2188 0.096
H 0.0515 3.8934 1.2982 -0.087
H 1.7290 -1.1004 0.6192 0.052
H -2.0191 1.0903 -0.4619 0.138
H 1.3929 -2.6233 -0.3418 0.038


Entry 2
12
Properties=species:S:1:pos:R:3:lowdin_charge:R:1 method="wB97M-V/def2-TZVPD" lumo_energy_ha=-0.0129 homo_lumo_gap_ha=0.3185 total_charge=0 homo_ev=-9.018
S 0.7486 1.4698 -0.0926 0.854
S -2.6924 0.3808 -0.3487 0.717
S 2.8883 -0.6476 -0.2873 0.644
N -1.7284 -1.0003 -0.4692 -0.372
C 2.2719 0.7989 -0.6136 -1.043
C -0.5836 -0.9561 0.0961 -0.382
C 0.0099 0.1590 0.9051 -0.534
H -0.8071 0.5650 1.4930 0.049
H 0.7402 -0.3031 1.6184 0.084
H 2.8373 1.5405 -1.1913 0.009
H -3.7412 -0.1840 -1.0346 -0.118
H 0.0563 -1.8230 -0.0753 0.093


Most stable: entry 2


Entry 1
7
Properties=species:S:1:pos:R:3:lowdin_charge:R:1 method="wB97M-V/def2-TZVPD" lumo_energy_ha="-0.0552 / -0.0553" homo_lumo_gap_ha="0.3399 / 0.3398" total_charge=0 homo_ev="-10.753 / -10.753"
F -2.4956 -0.1652 0.2984 -0.111
O -1.1148 -0.6197 -0.3798 0.030
N 0.3227 1.2105 0.3757 0.215
C -0.0317 -0.2489 0.2195 -0.443
C 0.9690 0.5575 -0.4801 -0.041
H 0.6150 -1.2689 1.1989 0.227
H 1.7354 0.5347 -1.2326 0.124


Entry 2
7
Properties=species:S:1:pos:R:3:lowdin_charge:R:1 method="wB97M-V/def2-TZVPD" lumo_energy_ha=0.0086 homo_lumo_gap_ha=0.3873 total_charge=0 homo_ev=-10.305
F 0.5273 0.5137 1.6925 -0.018
O 1.1835 0.9347 -1.3953 0.154
N 0.6244 -0.3594 0.6378 0.010
C 0.5777 0.2169 -0.6484 -0.372
C -0.5886 -0.4255 -0.1388 -0.006
H -0.9985 -1.3034 -0.2941 0.057
H -1.3258 0.4229 0.1463 0.175


Most stable: entry 2


Entry 1
7
Properties=species:S:1:pos:R:3:lowdin_charge:R:1 method="wB97M-V/def2-TZVPD" lumo_energy_ha=0.0223 homo_lumo_gap_ha=0.4754 total_charge=0 homo_ev=-12.329
F 0.5638 -1.5373 0.1893 -0.004
O 1.1168 0.6057 0.4584 -0.007
N -2.1005 0.6625 0.0454 0.179
C -1.1017 0.1381 -0.1850 -0.137
C 0.3139 -0.2587 -0.3559 -0.364
H 0.6268 -0.2192 -1.4832 0.187
H 0.5809 0.6088 1.3311 0.147


Entry 2
7
Properties=species:S:1:pos:R:3:lowdin_charge:R:1 method="wB97M-V/def2-TZVPD" lumo_energy_ha=0.0020 homo_lumo_gap_ha=0.3162 total_charge=0 homo_ev=-8.550
F 0.9514 2.3585 0.5584 -0.149
O -1.2363 0.6717 2.5046 0.225
N -0.1729 1.7172 0.0642 -0.037
C -0.1643 0.1858 0.2418 -0.165
C -0.7828 0.4608 1.4621 -0.129
H -0.6571 -0.2110 -0.6348 0.127
H 0.7365 -0.3696 -0.0175 0.128


Most stable: entry 1


Entry 1
29
Properties=species:S:1:pos:R:3:lowdin_charge:R:1 method="wB97M-V/def2-TZVPD" lumo_energy_ha=-0.1121 homo_lumo_gap_ha=0.3139 total_charge=+1 homo_ev=-11.592
S 2.2248 -2.0493 1.2162 0.871
O -3.4565 0.0048 -1.9552 -0.117
N -1.2201 1.0902 -0.5215 -0.041
N 0.7610 2.3500 -0.5889 0.173
C -2.7379 1.1043 -2.4268 -0.176
C -2.6027 -0.8977 -1.2629 -0.141
C 0.0375 1.2201 -0.2740 -0.098
C 3.8444 -2.9509 1.0955 -0.339
C 2.3370 -0.4476 0.7498 -0.504
C 3.5784 0.1558 0.1281 -0.206
C -2.1262 2.0191 -1.3276 -0.042
C -1.9858 -0.0762 -0.0432 -0.060
H -1.8430 -1.3547 -1.8612 0.111
H 4.6399 -2.0940 1.2596 0.073
H -3.4842 1.8303 -2.8883 0.165
H -3.2109 -1.7939 -0.9314 0.154
H -1.5919 2.7495 -1.8638 0.098
H 1.7530 2.4126 -0.7240 0.096
H 3.7835 -3.7381 1.7910 0.003
H -1.5385 -0.6316 0.7557 0.123
H 3.9177 1.0283 0.7056 0.078
H -2.8062 2.5685 -0.7521 0.119
H 0.4043 3.2127 -1.1042 0.149
H 3.9672 -3.5165 0.1455 0.054
H 4.4675 -0.4704 0.3374 0.034
H -2.9112 0.3390 0.4525 0.153
H 0.4768 0.3810 0.1424 0.043
H 3.4201 0.2788 -0.9866 0.104
H -1.9436 0.7587 -3.0438 0.121


Entry 2
29
Properties=species:S:1:pos:R:3:lowdin_charge:R:1 method="wB97M-V/def2-TZVPD" lumo_energy_ha=-0.1277 homo_lumo_gap_ha=0.3238 total_charge=+1 homo_ev=-12.286
S 0.0888 0.6597 1.6434 1.024
O -1.3449 -0.3096 -0.5446 -0.208
N 1.2422 0.9225 0.4088 -0.341
N -0.6839 -1.9140 0.9112 -0.091
C 2.2378 1.8981 0.7912 -0.177
C 1.1539 2.3879 -0.0697 -0.328
C -2.1868 0.7657 -0.9670 -0.033
C 1.4916 2.6182 -1.5460 -0.045
C -1.0383 -0.4429 0.7925 -0.584
C 0.0386 -2.5137 0.0987 -0.063
C 0.5738 -2.0092 -1.1461 -0.016
C -1.2114 -2.5385 2.1117 0.009
H -1.8959 -0.3207 1.5783 0.138
H 0.6377 -0.8871 -1.3627 0.112
H -2.2346 -2.5885 2.0123 0.074
H -0.1999 -2.3364 -1.9138 0.148
H 1.4707 -2.4093 -1.3849 0.055
H 2.5775 2.4444 -1.6269 0.081
H -2.2559 0.5124 -2.0535 0.117
H 0.1620 2.7944 0.2010 0.116
H 2.3205 2.3256 1.7336 0.094
H 3.1194 1.8377 0.2350 0.098
H -0.8734 -1.8682 3.0306 0.153
H -0.8617 -3.5950 2.1786 0.121
H -3.1968 0.8199 -0.3534 0.144
H 0.3114 -3.5881 0.2511 0.178
H -1.6619 1.7159 -0.8830 0.070
H 1.2516 3.6404 -1.8893 0.091
H 0.9678 1.9783 -2.2370 0.062


Most stable: entry 2


Entry 1
15
Properties=species:S:1:pos:R:3:lowdin_charge:R:1 method="wB97M-V/def2-TZVPD" lumo_energy_ha=-0.1228 homo_lumo_gap_ha=0.3870 total_charge=+1 homo_ev=-13.872
O 0.6385 1.1196 0.4883 -0.048
N -0.9910 0.3092 -1.3784 0.122
C 1.8311 -0.9614 0.5767 0.060
C -1.9497 -0.4334 -0.4749 -0.021
C 0.9003 -0.1276 1.0702 -0.267
H -0.7008 -0.3693 -2.1101 0.174
H -2.3701 0.3165 0.1606 0.089
H -1.4422 1.0851 -1.7994 0.147
H 1.9545 -1.9218 1.0329 0.066
H -2.5854 -1.0628 -1.1723 0.127
H 0.6609 1.6583 1.2327 0.084
H -0.0867 0.4067 -0.8033 0.108
H 2.4754 -0.8149 -0.2817 0.080
H 0.5762 -0.1947 2.2099 0.174
H -1.3425 -1.0896 0.2411 0.106


Entry 2
15
Properties=species:S:1:pos:R:3:lowdin_charge:R:1 method="wB97M-V/def2-TZVPD" lumo_energy_ha=-0.1619 homo_lumo_gap_ha=0.4020 total_charge=+1 homo_ev=-15.345
O 1.9285 -1.2795 0.8426 0.077
N 0.9868 0.2924 -1.3081 0.211
C -2.0838 -0.4780 0.3638 -0.023
C 0.9767 0.7787 0.0739 -0.128
C 1.0638 -0.3955 1.0241 -0.202
H -1.8435 0.5286 0.0591 0.002
H 0.0463 1.4256 0.1713 0.147
H 0.4253 -0.3182 1.9250 0.141
H 1.2383 1.0152 -1.9623 0.175
H -2.5330 -1.0580 -0.4436 0.042
H -2.6722 -0.4127 1.3028 0.061
H 0.0614 -0.0363 -1.5667 0.168
H 1.8569 1.3950 0.2515 0.150
H -1.1474 -1.0099 0.6227 0.003
H 1.6959 -0.4474 -1.3561 0.176


Most stable: entry 2